(1)
{
  "formula": "C8H12ClNO2",
  "method": "wB97M-V/def2-TZVPD",
  "symbols": ["C", "C", "C", "C", "C", "C", "C", "C", "N", "O", "O", "Cl", "H", "H", "H", "H", "H", "H", "H", "H", "H", "H", "H", "H"],
  "xyz": [[-2.448809, 0.865731, 2.989481], [-2.052571, 2.078234, 2.542295], [-0.805160, 1.250573, 4.297693], [1.579656, -0.139031, -1.307214], [-0.576674, -1.448403, -0.252947], [0.720142, 0.585760, 0.820220], [-0.093238, 1.312863, -0.161715], [0.373062, -0.158304, -0.369587], [-0.964929, 2.336212, 3.368872], [0.217726, 1.155922, 4.954636], [-1.837201, 0.410391, 4.061660], [0.216229, 2.859818, -1.266741], [-3.267251, 0.211979, 2.679607], [2.447525, -0.195530, -0.736450], [1.756044, 0.780470, -1.795627], [1.757285, -1.021812, -1.914036], [-1.585156, -1.000175, -0.495535], [-0.238926, -2.415559, -0.614871], [-0.615133, -1.562201, 0.825595], [-2.474044, 2.672142, 1.687599], [1.752191, 0.575763, 1.011100], [0.289374, 0.315568, 1.728595], [-1.199216, 1.384568, 0.208378], [-0.216128, 3.015533, 3.356872]],
  "forces_ev_per_a": [[-3.602, 0.452, -2.854], [-0.181, -0.972, -0.225], [2.787, 2.659, -1.392], [-0.233, -1.607, 0.070], [-0.276, 3.455, 1.010], [0.970, 0.391, 0.924], [-3.249, 0.090, -0.227], [-0.206, -0.608, -2.501], [0.116, -0.759, 1.541], [-2.006, -0.809, 0.113], [2.200, -0.480, 1.969], [-0.020, -2.197, 1.540], [0.248, 0.611, -0.085], [1.684, -0.167, 1.559], [-0.464, 0.819, -1.183], [-0.834, 0.103, -0.691], [0.778, -1.503, -0.381], [-0.171, 0.430, -0.851], [-0.191, -0.325, 0.314], [0.827, -0.634, 1.305], [1.428, 1.014, -0.136], [-1.413, -0.100, 1.462], [2.263, 0.154, -0.955], [-0.453, -0.017, -0.328]],
  "smiles": "CC1(C)C[C@H]1Cl.O=c1[nH]cco1",
  "charge": 0,
  "fmax_ev_per_a": 4.62,
  "homo_energy_ev": -8.74,
  "relative_energy_kj_mol": 199.6,
  "homo_lumo_gap_ev": 9.40
}


(2)
{
  "formula": "C4H9NO2",
  "method": "wB97M-V/def2-TZVPD",
  "symbols": ["C", "C", "N", "C", "C", "O", "O", "H", "H", "H", "H", "H", "H", "H", "H", "H"],
  "xyz": [[-1.174524, -1.336876, 0.604198], [-1.651565, -0.106289, -0.140015], [-0.790355, 0.470750, -1.061610], [0.622486, 0.388326, -0.840211], [1.060015, 0.923947, 0.496309], [2.546427, 0.591106, 0.479623], [-2.792186, 0.302859, 0.011622], [-0.183285, -1.153044, 1.125789], [-1.013500, -2.172966, -0.088773], [-1.878475, -1.610814, 1.425750], [-1.265129, 1.108584, -1.720684], [1.157087, 0.944082, -1.606556], [0.963888, -0.648404, -0.930234], [1.037074, 2.019509, 0.479954], [0.621816, 0.613244, 1.419174], [2.740222, -0.334015, 0.345664]],
  "forces_ev_per_a": [[1.190, 0.004, 1.434], [-0.905, 0.199, -0.289], [-1.581, -0.210, 0.169], [-0.262, -0.299, -0.304], [3.718, 0.342, -1.081], [-1.414, 1.642, 0.744], [0.477, -0.155, -0.280], [-1.132, -0.341, -0.735], [-0.181, 0.184, 0.157], [0.321, 0.254, -0.994], [0.832, -0.337, 0.846], [-0.058, 0.047, -0.004], [-0.078, -0.040, -0.026], [0.089, -0.218, 0.065], [-0.481, -0.597, 0.284], [-0.535, -0.474, 0.013]],
  "smiles": "CC(=O)NCCO",
  "charge": 0,
  "fmax_ev_per_a": 3.89,
  "homo_energy_ev": -9.70,
  "relative_energy_kj_mol": 148.5,
  "homo_lumo_gap_ev": 10.46
}


(3)
{
  "formula": "C39H38F2NP3Sn",
  "method": "wB97M-V/def2-TZVPD",
  "symbols": ["Sn", "C", "C", "C", "C", "C", "C", "P", "C", "C", "C", "C", "C", "C", "C", "C", "C", "C", "C", "C", "C", "C", "C", "C", "H", "H", "H", "H", "H", "H", "H", "H", "H", "H", "H", "H", "H", "H", "H", "H", "F", "C", "C", "C", "C", "C", "F", "C", "C", "C", "C", "C", "C", "N", "H", "H", "H", "H", "H", "H", "C", "P", "C", "C", "C", "P", "C", "C", "H", "H", "H", "H", "H", "H", "H", "H", "H", "H", "H", "H", "H", "H", "H", "H"],
  "xyz": [[-0.029463, 0.731761, 0.350815], [-4.247930, -4.137305, -0.237219], [-3.356885, -4.463755, -1.252817], [-2.291276, -3.625233, -1.540705], [-2.123520, -2.454269, -0.800735], [-3.008066, -2.134797, 0.226781], [-4.074451, -2.977056, 0.503863], [-0.834363, -1.269104, -1.180290], [0.661602, -2.154116, -1.720299], [1.480218, -1.553828, -2.676643], [2.692585, -2.135928, -3.022960], [3.094468, -3.318915, -2.416220], [2.274795, -3.927718, -1.473736], [1.062791, -3.350152, -1.125268], [-1.367274, -0.263893, -2.580920], [-2.053127, -0.815125, -3.632026], [-2.406456, -0.040323, -4.752906], [-2.041059, 1.275254, -4.813140], [-1.332592, 1.885312, -3.747513], [-0.934524, 3.241837, -3.830677], [-0.245281, 3.834724, -2.814960], [0.045897, 3.093947, -1.646520], [-0.321323, 1.780924, -1.518999], [-1.007892, 1.127192, -2.592013], [-5.080247, -4.793273, -0.020269], [-3.492432, -5.372420, -1.823724], [-1.601853, -3.887703, -2.333478], [-2.866263, -1.231003, 0.812420], [-4.766259, -2.727762, 1.296930], [1.145407, -0.654858, -3.182860], [3.313850, -1.682932, -3.785765], [4.031825, -3.780390, -2.697441], [2.573375, -4.864626, -1.021782], [0.428447, -3.832910, -0.391534], [-2.332930, -1.861116, -3.610959], [-2.952876, -0.496465, -5.566883], [-2.290531, 1.873850, -5.680230], [-1.188165, 3.803213, -4.721478], [0.055876, 4.871430, -2.889873], [0.562084, 3.601807, -0.839437], [-4.266444, 3.069412, 2.749105], [-3.359200, 2.098519, 2.811067], [-2.495457, 1.909980, 1.741372], [-1.560930, 0.887633, 1.821002], [-1.466992, 0.059525, 2.942123], [-2.351799, 0.317663, 3.989838], [-2.290343, -0.408896, 5.113944], [-3.298314, 1.320317, 3.949196], [-0.446414, -1.015996, 2.945629], [-0.378898, -2.053288, 3.872445], [0.582223, -3.035784, 3.721221], [1.455849, -2.989396, 2.643764], [1.334123, -1.935781, 1.765733], [0.425311, -0.968712, 1.922275], [-2.580293, 2.554241, 0.872925], [-3.963536, 1.484027, 4.785301], [-1.078272, -2.108587, 4.690121], [0.633973, -3.846282, 4.436253], [2.204674, -3.751818, 2.480519], [1.947024, -1.872283, 0.881360], [0.011978, 4.563171, 1.781380], [0.881972, 2.966952, 1.757054], [0.957662, 2.516102, 3.518330], [2.611865, 3.330944, 1.284701], [3.423102, 2.034841, 1.139096], [2.733791, 0.792655, -0.029376], [3.082442, 1.442888, -1.685789], [3.963182, -0.540878, 0.138476], [0.562284, 5.271048, 2.403032], [-0.980962, 4.414771, 2.207505], [-0.104019, 4.974486, 0.780769], [1.430795, 3.310873, 4.096384], [1.508099, 1.586143, 3.666751], [-0.061072, 2.366656, 3.881501], [3.071332, 3.985745, 2.027787], [2.591661, 3.880603, 0.339056], [3.516254, 1.531582, 2.105803], [4.437964, 2.251072, 0.795701], [4.161575, 1.562513, -1.797167], [2.589065, 2.396997, -1.852079], [2.717949, 0.739227, -2.431129], [4.954464, -0.109499, -0.014221], [3.789470, -1.302368, -0.623384], [3.926679, -0.995296, 1.126095]],
  "forces_ev_per_a": [[0.096, 0.007, -0.162], [0.000, -0.003, 0.008], [0.022, 0.014, -0.010], [-0.070, -0.040, 0.051], [0.117, 0.052, 0.136], [-0.077, -0.035, 0.101], [0.029, 0.015, -0.007], [0.298, -0.056, -0.243], [-0.116, 0.086, -0.111], [-0.023, -0.097, -0.093], [-0.009, -0.042, -0.026], [-0.030, -0.003, -0.046], [0.005, -0.017, -0.011], [-0.034, 0.033, 0.062], [0.122, 0.245, 0.108], [-0.023, -0.003, -0.013], [0.026, 0.109, -0.016], [-0.014, -0.128, 0.076], [-0.021, -0.058, -0.025], [0.008, 0.045, 0.009], [0.002, -0.020, 0.060], [-0.143, 0.045, -0.166], [-0.154, -0.146, 0.169], [0.113, -0.045, 0.051], [0.005, -0.010, -0.007], [-0.012, 0.002, 0.004], [0.044, 0.019, 0.004], [-0.038, -0.054, -0.079], [-0.013, -0.012, 0.001], [0.020, -0.018, 0.003], [-0.014, 0.012, 0.014], [0.000, 0.000, 0.004], [-0.004, -0.001, -0.001], [-0.028, -0.020, -0.008], [0.003, 0.000, 0.008], [0.002, 0.004, 0.004], [0.007, 0.002, -0.004], [0.003, -0.011, 0.003], [0.013, -0.013, 0.007], [-0.002, -0.011, -0.021], [0.016, -0.006, -0.017], [-0.005, 0.057, -0.064], [-0.035, -0.112, 0.085], [-0.214, 0.178, -0.097], [-0.025, 0.067, 0.026], [0.026, -0.075, 0.077], [-0.032, 0.032, -0.026], [0.005, -0.033, 0.026], [-0.070, 0.080, -0.042], [-0.038, -0.041, 0.007], [0.048, -0.059, 0.006], [-0.009, -0.016, 0.026], [-0.108, 0.020, 0.041], [0.140, 0.030, 0.035], [-0.002, -0.001, 0.009], [-0.006, 0.009, -0.005], [0.018, 0.035, -0.033], [0.015, 0.002, -0.005], [-0.016, 0.002, 0.009], [0.094, 0.049, -0.009], [0.010, -0.056, -0.006], [0.107, -0.069, 0.089], [-0.009, -0.009, -0.037], [-0.029, -0.078, -0.062], [-0.133, 0.050, -0.040], [-0.009, -0.137, 0.064], [0.063, 0.096, 0.061], [-0.067, 0.006, -0.068], [-0.015, 0.010, 0.003], [0.022, 0.002, 0.006], [0.023, 0.007, -0.010], [0.000, -0.003, 0.013], [0.005, 0.003, -0.015], [0.040, 0.022, 0.006], [0.029, 0.010, -0.014], [0.015, -0.003, 0.033], [0.015, -0.001, -0.009], [0.005, 0.037, 0.052], [-0.003, 0.016, -0.022], [-0.012, 0.031, 0.007], [0.031, 0.025, 0.004], [-0.001, -0.021, -0.012], [-0.023, -0.020, 0.047], [0.020, 0.016, 0.028]],
  "charge": 2,
  "fmax_ev_per_a": 0.39,
  "homo_energy_ev": -13.39,
  "relative_energy_kj_mol": 0.0,
  "homo_lumo_gap_ev": 8.04
}


(4)
{
  "formula": "C35H34CaNO3PS2SbSe4",
  "method": "wB97M-V/def2-TZVPD",
  "symbols": ["Ca", "O", "S", "C", "C", "C", "C", "S", "O", "C", "C", "C", "C", "C", "C", "C", "C", "C", "C", "C", "C", "H", "H", "H", "H", "H", "H", "H", "H", "H", "H", "H", "H", "H", "H", "H", "H", "H", "H", "O", "N", "C", "C", "C", "C", "C", "C", "C", "P", "C", "C", "C", "C", "C", "C", "C", "C", "C", "C", "C", "C", "H", "H", "H", "H", "H", "H", "H", "H", "H", "H", "H", "H", "H", "H", "H", "H", "Se", "Sb", "Se", "Se", "Se"],
  "xyz": [[-0.318243, 1.460461, -0.975666], [-0.306205, 0.030647, 0.757838], [0.530881, -0.030974, 2.024901], [-0.123545, 1.359837, 2.987561], [-1.641350, 1.317266, 3.097229], [-2.287972, 2.689574, 3.271381], [-2.344071, 3.568387, 2.028106], [-3.311891, 3.031715, 0.564244], [-2.325546, 2.372672, -0.371497], [-4.350915, 1.732794, 1.204459], [-4.193700, 0.433845, 0.751315], [-5.056638, -0.547476, 1.217389], [-6.062338, -0.223442, 2.116885], [-6.223810, 1.088732, 2.543278], [-5.373913, 2.079099, 2.077076], [-0.166968, -1.369728, 2.968451], [-1.272569, -2.053749, 2.499203], [-1.768368, -3.112369, 3.249214], [-1.158407, -3.467260, 4.442988], [-0.041184, -2.774279, 4.895529], [0.468720, -1.723042, 4.151541], [0.255987, 2.234305, 2.454631], [0.372977, 1.331704, 3.960152], [-1.919608, 0.685490, 3.941831], [-2.047918, 0.831962, 2.209232], [-1.758057, 3.263782, 4.037524], [-3.299416, 2.552496, 3.655728], [-1.366766, 3.743029, 1.566891], [-2.745110, 4.552322, 2.276766], [-3.414493, 0.203229, 0.036796], [-4.950121, -1.565447, 0.866027], [-6.735696, -0.990904, 2.474229], [-7.021287, 1.343666, 3.227961], [-5.516615, 3.108360, 2.387099], [-1.726033, -1.761411, 1.561080], [-2.631062, -3.662440, 2.897305], [-1.547277, -4.293788, 5.022512], [0.437740, -3.062800, 5.821419], [1.357959, -1.197091, 4.480626], [1.983094, 2.522802, 0.674705], [2.432048, 1.710178, -0.364228], [3.107025, 2.277228, -1.279331], [3.601754, 1.557933, -2.453156], [4.595617, 2.209710, -3.183534], [5.148157, 1.630274, -4.311232], [4.696353, 0.389020, -4.726565], [3.696533, -0.262277, -4.018588], [3.133730, 0.296546, -2.874324], [1.721068, -0.524997, -2.052681], [2.415950, -1.454235, -0.648365], [3.690090, -1.219834, -0.144102], [4.125765, -1.876838, 0.999235], [3.293220, -2.774587, 1.649704], [2.021430, -3.021386, 1.148008], [1.584956, -2.364336, 0.007957], [1.222611, -1.828137, -3.216426], [0.197380, -1.527203, -4.109829], [-0.217931, -2.465794, -5.044803], [0.381902, -3.714752, -5.085870], [1.403757, -4.024595, -4.196244], [1.824965, -3.086419, -3.267891], [2.173811, 3.454455, 0.461999], [3.371885, 3.334744, -1.209010], [4.934910, 3.186887, -2.861702], [5.917831, 2.149808, -4.865364], [5.112676, -0.073881, -5.611325], [3.339469, -1.218324, -4.374896], [4.356170, -0.529424, -0.644910], [5.123084, -1.688988, 1.375389], [3.635174, -3.291073, 2.537319], [1.365597, -3.726750, 1.643249], [0.588557, -2.563102, -0.371058], [-0.272842, -0.549844, -4.090459], [-1.012687, -2.218139, -5.736184], [0.055781, -4.449788, -5.809962], [1.875738, -4.997851, -4.228879], [2.623653, -3.332925, -2.578787], [-1.097771, 5.615201, -4.948786], [-1.533034, 4.007555, -3.075817], [-3.469015, 5.308536, -2.097725], [-1.987082, 1.779870, -3.733592], [0.421449, 4.175561, -1.661175]],
  "forces_ev_per_a": [[0.091, -0.008, -0.533], [0.021, 0.005, 0.011], [-0.030, 0.078, 0.080], [0.037, -0.042, 0.101], [-0.027, -0.030, 0.004], [-0.031, 0.027, 0.002], [-0.002, -0.013, -0.033], [-0.018, 0.160, 0.017], [0.009, -0.225, 0.325], [0.011, 0.016, -0.010], [0.039, 0.014, -0.007], [-0.012, -0.014, 0.009], [0.009, 0.004, -0.009], [-0.007, -0.002, 0.005], [-0.019, 0.008, 0.021], [0.075, 0.034, 0.048], [-0.029, 0.021, -0.007], [-0.011, -0.001, -0.023], [0.017, -0.009, 0.025], [-0.009, -0.010, 0.003], [-0.023, -0.010, -0.020], [-0.030, -0.014, -0.041], [0.007, -0.004, -0.013], [0.011, 0.001, -0.003], [-0.009, 0.024, -0.018], [0.013, -0.010, 0.001], [0.002, -0.004, -0.007], [0.007, -0.015, 0.019], [-0.034, -0.011, -0.013], [0.000, 0.004, -0.005], [-0.001, 0.003, -0.001], [0.002, 0.000, -0.003], [0.002, 0.003, -0.001], [0.014, 0.004, -0.008], [-0.002, -0.003, -0.001], [0.000, 0.002, 0.000], [-0.003, 0.000, -0.004], [0.004, 0.004, -0.001], [-0.001, 0.003, -0.004], [-0.039, 0.038, 0.024], [-0.192, -0.165, -0.059], [0.096, 0.020, 0.119], [0.042, -0.017, -0.088], [-0.023, -0.014, 0.006], [0.010, 0.000, -0.013], [0.016, 0.011, -0.005], [-0.012, 0.007, 0.027], [0.069, 0.025, 0.059], [-0.353, 0.021, -0.025], [0.076, 0.031, 0.032], [-0.005, -0.047, -0.026], [0.012, -0.008, 0.020], [-0.001, -0.003, -0.004], [0.001, -0.044, -0.073], [0.016, -0.022, 0.026], [0.098, -0.073, -0.035], [-0.017, -0.008, -0.065], [-0.015, 0.021, 0.000], [0.020, -0.014, 0.008], [-0.005, -0.005, -0.006], [-0.015, 0.015, 0.037], [-0.002, -0.016, -0.011], [0.006, 0.001, 0.026], [-0.010, -0.002, 0.015], [0.002, -0.005, -0.001], [-0.002, -0.004, 0.001], [0.002, -0.008, -0.003], [-0.004, 0.038, -0.020], [-0.004, -0.003, 0.008], [0.008, 0.005, 0.002], [0.012, -0.009, 0.009], [0.001, 0.020, -0.025], [0.021, 0.003, 0.029], [0.003, -0.007, -0.004], [-0.002, 0.004, -0.002], [-0.005, -0.002, -0.001], [-0.001, 0.002, 0.009], [0.005, 0.010, 0.018], [-0.135, 0.688, 0.048], [0.080, -0.109, -0.105], [0.006, -0.686, 0.089], [0.165, 0.321, 0.054]],
  "charge": 1,
  "fmax_ev_per_a": 0.70,
  "homo_energy_ev": [-10.35, -10.38],
  "homo_lumo_gap_ev": [5.98, 5.96]
}